1.
H24O12 | ωB97M-V/def2-TZVPD

```
36
Properties=species:S:1:pos:R:3
H 0.817 2.079 -0.719
O 2.189 -1.689 0.699
O -1.177 -1.879 -1.918
O -2.666 0.158 -2.308
O 3.032 0.932 2.004
H -1.805 -2.441 1.552
O -0.546 1.622 -2.492
H -3.365 0.244 -2.956
H 3.110 -1.554 0.476
O -1.694 -1.879 2.319
O 1.683 2.468 -0.596
H -1.912 -1.269 -1.986
H -0.574 -0.934 -0.457
O 1.698 -1.001 3.757
H 2.079 -2.640 0.696
H -0.930 2.466 -2.255
H 3.189 0.631 1.109
H 1.226 -0.990 -2.150
O -0.752 1.925 1.245
H -1.075 -1.207 2.036
H 0.692 -0.756 0.354
O -3.210 1.131 0.567
H 2.294 1.748 -0.754
H -2.876 0.811 -1.640
H -0.313 1.128 0.947
H -3.809 1.793 0.911
H -1.264 0.996 -2.399
H -2.353 1.556 0.572
H 1.932 -1.322 2.885
H 2.452 0.270 2.381
H -1.587 -2.733 -1.780
O 1.851 -0.673 -2.802
H 2.414 -1.295 4.320
O -0.140 -0.330 0.145
H 1.428 0.095 -3.186
H -0.039 2.539 1.423
```

The highest occupied orbital energy comes out at -10.752 eV. For the energy relative to the best compared isomer or geometry (same formula, charge and spin), the calculation gives 147.9 kJ/mol. As for the total energy: -24960.1615 eV. As for the SMILES: O.O.O.O.O.O.O.O.O.O.O.O.


2.
H24O12 | ωB97M-V/def2-TZVPD

```
36
Properties=species:S:1:pos:R:3
H -4.554 2.291 1.013
H 0.194 0.252 -0.077
O -0.534 -0.376 -0.144
H 0.815 -0.115 -4.496
H -1.411 1.216 -1.289
H -3.168 1.681 1.143
H -1.692 -2.217 -3.737
H 2.341 -1.929 -0.101
H -1.557 -3.877 -1.359
O 0.326 -0.140 2.408
H -0.160 0.629 2.727
O 2.827 -2.761 -0.080
H 1.293 1.229 -1.136
H -1.192 1.760 -2.691
O -1.857 1.338 -2.135
H 3.304 -2.733 0.757
O 2.220 3.377 0.468
H 1.231 -2.408 4.416
H 1.486 2.178 3.749
H 2.796 3.380 -0.305
O -1.363 -2.650 -2.941
H 0.535 -0.634 3.209
H -0.107 0.567 -5.494
H -0.563 -4.092 -0.230
O 0.251 0.659 -4.604
O 1.410 -2.215 3.489
H 0.154 2.771 4.178
H -0.452 -0.735 -1.034
O -0.978 -3.398 -0.754
H -2.098 -2.587 -2.320
O 0.457 1.707 -1.195
H 1.967 -1.428 3.517
O -3.669 2.480 1.344
H 2.003 2.447 0.595
H 0.648 2.439 -1.792
O 0.683 1.968 4.239
```

The highest occupied orbital energy comes out at -10.120 eV. For the energy relative to the best compared isomer or geometry (same formula, charge and spin), the calculation gives 367.4 kJ/mol. As for the total energy: -24957.8865 eV. As for the SMILES: O.O.O.O.O.O.O.O.O.O.O.O.


3.
H24O12 | ωB97M-V/def2-TZVPD

```
36
Properties=species:S:1:pos:R:3
H 1.092 -0.685 -0.566
H -1.274 1.273 2.186
H -3.261 -0.442 -1.355
O 2.712 -1.487 2.213
H 2.376 0.436 -2.189
H 0.766 4.901 -1.057
O -3.570 -1.113 -1.975
H 0.020 -4.347 1.151
H 0.854 -1.460 -1.852
H 1.862 1.221 -0.993
H 1.580 2.049 2.202
O 2.315 -1.931 -1.276
O -3.442 -1.209 1.010
H -3.137 -0.882 -2.805
H 0.141 3.516 -1.074
O 1.287 1.355 1.601
H -4.390 -1.305 1.153
O -0.029 -3.729 0.412
O 0.752 4.068 -0.573
O 0.704 -1.502 -0.900
H -1.215 -0.914 0.127
H 2.885 -1.220 -1.591
H 2.022 -0.822 2.109
O -0.718 1.535 -1.681
H -1.823 0.355 0.703
H 0.878 -3.680 0.088
O -0.976 -0.068 0.524
H -0.532 1.628 -0.740
O -2.101 1.763 2.265
H -3.363 -0.402 0.490
H 2.835 -2.359 -0.586
H -1.837 2.685 2.176
H 3.501 -0.974 2.423
H 0.113 1.768 -2.109
H 0.348 1.259 1.793
O 2.626 0.720 -1.303
```

The highest occupied orbital energy comes out at -6.863 eV. For the energy relative to the best compared isomer or geometry (same formula, charge and spin), the calculation gives 719.8 kJ/mol. As for the total energy: -24954.2342 eV.


4.
H24O12 | ωB97M-V/def2-TZVPD

```
36
Properties=species:S:1:pos:R:3
H -5.208 -1.177 1.162
O -4.476 -1.500 0.636
H -0.361 -2.905 -3.508
O 2.126 1.985 -4.722
O -0.597 -3.332 4.020
H -2.313 2.645 2.704
H -1.869 4.356 -1.673
H -1.271 -3.987 4.202
H 4.957 0.663 -2.366
H 0.147 0.145 0.148
H 2.308 4.513 1.371
H 4.159 1.279 -1.236
O -0.641 0.673 0.272
H -2.210 2.597 4.214
H 2.252 -3.066 1.235
H 2.355 1.326 -4.067
H 3.838 -0.008 3.307
O 4.192 0.514 -1.811
H 4.918 -1.022 2.992
H -4.399 -2.424 0.875
O 3.972 -0.885 2.946
H -4.838 -1.686 -2.652
O -5.263 -2.029 -3.439
H 1.878 -4.526 1.085
O -1.661 5.106 -1.118
H 2.743 2.701 -4.568
H 1.421 3.308 1.141
H -1.355 0.036 0.296
H 0.697 -2.961 -2.427
O 1.654 -3.650 0.769
H -0.890 4.831 -0.622
O -2.542 3.134 3.494
O 1.944 3.962 0.678
O 0.419 -2.451 -3.187
H -5.470 -2.938 -3.223
H -0.615 -3.226 3.069
```

The highest occupied orbital energy comes out at -11.002 eV. For the energy relative to the best compared isomer or geometry (same formula, charge and spin), the calculation gives 268.2 kJ/mol. As for the total energy: -24958.9143 eV. As for the SMILES: O.O.O.O.O.O.O.O.O.O.O.O.


5.
H24O12 | ωB97M-V/def2-TZVPD

```
36
Properties=species:S:1:pos:R:3
H 0.556 1.259 1.990
H 3.250 -1.625 -1.610
H -5.625 1.126 -1.164
H 3.686 4.565 -0.773
H 1.916 -2.846 -1.498
O -2.841 -3.353 -1.010
O -2.076 -1.955 3.651
H -5.226 2.604 -1.109
O 2.408 -3.701 -1.417
O 3.681 -0.813 1.928
H 2.957 3.331 -0.925
O -2.463 -0.258 -2.513
H -2.467 -2.748 4.010
H -0.445 0.688 2.978
H 3.539 -0.010 2.501
O -0.385 0.420 0.773
H -0.069 0.711 -0.092
H -2.813 -3.768 -0.141
O 0.202 0.401 2.337
H 0.762 -0.722 -1.154
H 4.222 -0.573 1.266
H -1.116 -2.137 3.777
O 0.218 -0.032 -1.587
H -0.079 -0.560 -2.252
H -2.147 0.546 -1.967
O -5.006 1.748 -0.735
H -0.307 5.928 1.138
H -1.217 -0.112 0.623
O 0.052 5.292 0.580
H -3.814 -3.050 -0.904
H 1.995 -4.236 -0.806
H -0.691 4.631 0.472
O 4.058 -1.682 -1.198
H 3.857 -2.501 -0.675
O 3.189 4.036 -1.435
H -1.760 -0.603 -3.057
```

The highest occupied orbital energy comes out at -6.934 eV. For the energy relative to the best compared isomer or geometry (same formula, charge and spin), the calculation gives 888.2 kJ/mol. As for the total energy: -24952.4884 eV.


6.
H24O12 | ωB97M-V/def2-TZVPD

```
36
Properties=species:S:1:pos:R:3
H -0.864 -1.125 -3.698
H 0.096 3.000 -1.767
H 0.115 0.716 3.261
H -0.758 -2.696 -3.753
H -3.177 2.874 1.407
H 2.257 -1.516 -2.538
O -1.082 -2.011 -3.243
H -2.770 -3.523 -0.371
H 0.522 0.148 -0.674
H 1.997 -1.108 2.067
O -1.559 0.430 2.686
H -0.168 2.714 0.118
O 3.128 2.049 0.213
O -0.207 -0.389 -0.498
O 2.863 -2.011 -1.977
H -1.414 0.173 1.762
O -0.620 -3.593 -0.923
H -1.063 -2.919 -1.558
O 0.632 3.575 -2.298
H -1.899 -0.346 3.174
O 1.503 -1.889 2.115
H 0.453 2.270 1.493
H 1.674 -2.486 1.412
H -3.369 -2.152 -0.932
H -1.851 2.112 0.707
H -0.484 0.056 0.229
H 3.294 3.062 0.300
H 0.339 3.706 -3.209
H 1.661 0.649 3.776
O -2.735 2.302 0.651
O -0.222 2.125 0.758
H -0.374 -2.957 -0.245
O 1.044 0.832 3.050
O -2.923 -2.625 -0.251
H 3.650 -1.525 -1.993
H 2.309 2.077 0.750
```

The highest occupied orbital energy comes out at -9.812 eV. For the energy relative to the best compared isomer or geometry (same formula, charge and spin), the calculation gives 416.1 kJ/mol. As for the total energy: -24957.3817 eV. As for the SMILES: O.O.O.O.O.O.O.O.O.O.O.O.


7.
H24O12 | ωB97M-V/def2-TZVPD

```
36
Properties=species:S:1:pos:R:3
H -1.701 -0.326 -2.569
O -1.521 -0.706 2.403
O 0.529 -4.046 -0.795
H -0.978 0.531 0.220
H -0.595 -0.978 2.547
O 0.927 3.328 1.648
H 0.544 -3.178 -0.406
O 1.490 -1.212 -2.387
H 2.438 1.412 -1.456
H -3.030 1.643 0.776
H 1.082 1.847 -1.942
H 0.729 0.386 1.646
H -1.032 0.917 -1.997
H 1.323 -4.602 -0.639
H 1.552 -0.261 -2.359
O -2.827 0.739 0.445
H 0.526 -1.335 -2.366
O 1.239 -1.705 0.278
H -2.500 0.265 1.212
H 1.645 -1.683 -0.572
H -5.079 0.509 -1.411
H 0.859 2.399 1.833
H 0.740 3.817 2.450
O -0.032 0.629 0.033
O 3.066 0.732 0.304
H 1.990 -1.590 0.813
H -2.140 -1.142 3.074
O 1.283 0.532 2.409
H 0.127 -0.274 -0.259
O -4.336 -0.046 -1.654
H -3.717 0.143 -0.910
H 3.806 0.166 0.259
H 2.704 0.678 1.178
O 1.864 1.378 -2.201
O -1.605 0.599 -2.687
H 0.614 0.433 3.100
```

The highest occupied orbital energy comes out at -10.436 eV. For the energy relative to the best compared isomer or geometry (same formula, charge and spin), the calculation gives 186.8 kJ/mol. As for the total energy: -24959.7588 eV. As for the SMILES: O.O.O.O.O.O.O.O.O.O.O.O.


8.
H24O12 | ωB97M-V/def2-TZVPD

```
36
Properties=species:S:1:pos:R:3
H -2.978 2.911 -2.759
H -0.234 0.993 0.141
O 1.423 -2.124 -0.865
H -4.077 0.452 0.128
O 4.953 0.124 1.499
H 3.317 -0.367 1.996
H -3.775 1.621 2.751
H 4.273 0.901 1.410
H 2.964 0.312 0.690
H -0.624 -0.265 1.053
O 0.102 -0.668 3.656
H -0.193 0.055 3.221
H -2.426 4.239 -2.580
O -2.686 3.548 -2.058
H -5.334 -0.233 0.598
O -0.760 -1.479 -1.873
O -2.576 -3.760 -1.055
O 0.017 0.028 0.426
H 3.915 2.984 -1.026
O 2.610 -0.189 1.418
H -0.615 -0.486 -1.862
H -3.396 -4.255 -1.077
H -0.625 -1.310 3.720
H 0.480 -1.899 -0.575
H 3.201 -1.011 -1.939
H -2.651 -3.303 -0.234
H 5.761 0.496 1.790
H 1.975 -2.429 -0.141
H -1.627 -1.623 -2.288
O -4.408 2.013 2.158
H -3.766 2.561 1.591
H 2.594 2.848 -1.804
O -4.577 -0.437 0.081
O 3.080 -0.166 -2.393
O 2.967 2.781 -0.943
H 2.672 -0.564 -3.217
```

The highest occupied orbital energy comes out at -9.629 eV. For the energy relative to the best compared isomer or geometry (same formula, charge and spin), the calculation gives 437.1 kJ/mol. As for the total energy: -24957.1641 eV. As for the SMILES: O.O.O.O.O.O.O.O.O.O.O.O.


9.
H24O12 | ωB97M-V/def2-TZVPD

```
36
Properties=species:S:1:pos:R:3
O -3.736 -2.096 -1.231
H -0.338 3.040 -0.345
H -3.476 0.151 -2.264
O -3.245 1.067 -2.124
O -0.062 2.752 0.662
H 0.672 0.096 2.428
O -0.564 2.635 -1.977
H 1.538 0.256 -0.698
H 0.494 0.492 0.262
O 0.639 0.592 -0.702
H 1.579 -3.434 2.131
H 0.596 0.057 -4.988
H 2.370 -2.075 -2.810
O 0.644 -3.660 2.392
H 3.359 -1.532 2.642
O -2.181 3.189 1.923
H -0.639 -0.952 3.118
O 0.774 -0.865 -4.802
O 0.101 -0.768 3.695
H -1.907 2.737 1.060
H 2.999 -1.845 -1.427
H 1.876 0.969 2.070
O 1.494 0.103 1.831
H -2.073 4.099 1.623
H -3.610 -2.097 -0.268
H 1.602 -0.836 -4.326
H 0.440 3.452 1.097
H 0.260 -1.564 4.200
O 2.794 -2.213 2.267
H -0.541 1.703 -1.641
H 0.210 2.599 -2.590
O 2.640 -1.391 -2.185
H 2.024 -1.528 2.098
H -2.726 1.311 -2.966
H 0.329 -3.101 3.077
H -4.337 -1.342 -1.233
```

The spin multiplicity is 2. Its net charge is +1. The highest occupied orbital energy (spin up / spin down) comes out at -13.405 / -13.404 eV. For the energy relative to the best compared isomer or geometry (same formula, charge and spin), the calculation gives 293.1 kJ/mol. As for the total energy: -24947.9241 eV. Its expectation value of S² is 0.759.


10.
H25O12 | ωB97M-V/def2-TZVPD

```
37
Properties=species:S:1:pos:R:3
H 3.563 -1.030 0.088
O -1.000 1.045 3.073
O -2.360 3.059 1.667
H -2.142 0.935 -0.696
H -0.556 1.629 3.713
H -0.670 -2.434 2.308
H 2.542 1.543 -0.884
H 1.012 -1.030 2.610
H -1.822 1.541 2.752
H 0.978 1.758 -4.300
H -3.081 3.523 1.237
H 2.267 -1.591 0.574
H -1.368 -3.562 -1.885
O -1.586 0.429 -1.351
O -1.034 -3.121 -1.084
H 1.075 -1.066 -2.706
H 1.305 2.820 1.760
H -0.248 -3.654 -0.877
H 1.371 1.122 1.925
H -1.255 1.147 -1.911
O -3.304 -1.383 -0.588
H 0.434 -1.135 1.181
H 1.192 1.976 -0.066
H 1.228 0.345 -1.939
H 1.901 1.979 -3.146
H -2.363 -1.429 -0.795
H 1.825 -1.030 -1.265
O 1.296 -1.057 1.693
O -0.943 -2.349 1.386
O 1.003 -0.653 -1.822
O 2.830 -1.549 -0.254
H -1.638 2.925 1.052
O 1.466 1.272 -3.630
O 1.591 1.720 -0.956
H -3.321 -2.028 0.121
H -1.861 -2.621 1.453
O 1.674 1.955 1.562
```

Its net charge is +1. The highest occupied orbital energy comes out at -13.346 eV. For the energy relative to the best compared isomer or geometry (same formula, charge and spin), the calculation gives 170.9 kJ/mol. As for the total energy: -24969.2597 eV.


11.
H26KrO13 | ωB97M-V/def2-TZVPD

```
40
Properties=species:S:1:pos:R:3
O 0.907 -3.710 -0.137
O 1.325 0.598 3.500
H 3.624 -2.266 -1.261
O -0.341 4.384 0.352
H 2.079 1.632 0.142
H -1.152 2.309 -1.952
H -2.692 0.174 2.067
Kr -0.077 -0.165 -0.185
H 0.854 -1.650 2.024
O -2.475 -0.129 -2.920
H 0.009 3.674 -0.186
H 1.302 2.082 -1.865
H 2.159 -2.379 -0.896
H -4.269 1.259 0.067
H -3.299 0.033 -3.378
O 2.040 1.809 1.082
O 0.962 -2.542 2.356
H -2.874 1.846 0.076
H -1.348 -3.658 0.063
H 0.945 -4.666 -0.114
H 1.717 -2.490 2.941
O 0.608 2.740 -1.826
H 2.846 2.290 1.270
O -2.107 -4.037 0.506
H 0.860 3.392 -2.480
H -0.469 3.991 1.215
H 0.985 -3.444 0.779
H 2.073 0.487 4.087
H -3.145 -1.108 2.733
H -2.332 1.360 -1.963
H 3.778 0.862 -1.851
O -2.092 2.268 -1.774
H -2.000 -0.736 -3.488
H -2.293 -4.840 0.019
H 1.672 1.099 2.761
H 2.711 -0.212 -1.875
O 2.829 0.738 -1.845
O 2.764 -1.893 -1.456
O -2.658 -0.300 2.898
O -3.426 1.198 0.515
```

The highest occupied orbital energy comes out at -10.006 eV. For the energy relative to the best compared isomer or geometry (same formula, charge and spin), the calculation gives 44.7 kJ/mol. As for the total energy: -101970.2990 eV.


12.
H26NeO13 | ωB97M-V/def2-TZVPD

```
40
Properties=species:S:1:pos:R:3
H 2.445 -2.848 1.239
H 1.237 -1.882 -2.190
H 0.737 2.088 -1.277
Ne -0.588 -0.191 0.174
H -0.611 -1.025 -4.205
H -3.195 2.020 -0.049
H -1.628 0.395 2.579
H -0.140 -1.372 3.994
O 0.072 2.768 -1.386
O -2.463 1.893 -0.652
H -2.687 -1.737 -1.200
O -2.231 1.097 2.334
H -2.484 0.960 -0.862
O 1.714 0.064 1.881
H -1.154 3.094 0.661
O 2.106 2.790 1.404
H 2.653 -2.003 0.000
H -2.047 -3.906 0.286
O -0.984 3.551 1.485
H 2.008 1.838 1.375
H 2.782 1.302 -2.388
O 2.957 -2.113 0.901
H 0.215 -0.944 2.586
H 2.052 0.211 2.765
O -2.304 -3.342 -0.443
H -3.552 -1.039 -2.228
O -0.407 -1.498 -3.398
H -2.067 -3.837 -1.226
H -0.758 2.321 -1.224
H -1.705 1.895 2.386
H -1.189 -1.397 -2.856
H 2.743 -1.903 -2.339
H 2.299 0.086 -1.627
O -0.515 -0.982 3.204
H 2.149 -0.736 1.587
H -0.117 3.248 1.753
O 2.048 -1.744 -1.701
H 2.771 2.943 2.075
O -2.655 -1.081 -1.896
O 2.491 1.018 -1.521
```

The highest occupied orbital energy comes out at -9.737 eV. For the energy relative to the best compared isomer or geometry (same formula, charge and spin), the calculation gives 49.5 kJ/mol. As for the total energy: -30549.7123 eV.


13.
H26NeO13 | ωB97M-V/def2-TZVPD

```
40
Properties=species:S:1:pos:R:3
H 1.919 1.300 0.986
O -2.383 0.457 1.739
O 1.764 2.209 1.245
H 3.959 0.008 -1.856
H -3.012 0.173 2.403
H -0.249 1.888 4.115
H 1.317 2.786 -0.724
O 0.758 3.203 -1.380
H -0.942 -3.610 2.858
H 2.910 -0.827 -1.154
H 2.119 0.929 -2.644
O -3.668 2.135 -0.135
O -1.341 -3.644 -2.133
H -2.502 -0.902 0.308
H 1.406 1.045 -3.974
H 1.957 -3.119 -1.216
H -3.929 2.851 0.443
H 1.288 -2.514 2.323
H -1.696 0.902 2.234
O 2.794 -2.761 -1.513
H -0.969 -3.277 -2.935
O -0.258 1.520 3.232
O -1.930 2.488 -2.196
H -3.158 -2.259 0.171
H -3.287 1.480 0.450
H -1.210 2.859 -1.686
H 0.597 1.751 2.867
O 1.957 1.537 -3.365
H 2.736 -2.094 2.183
H -0.935 -2.097 2.801
H 0.944 2.728 -2.190
O -2.716 -1.578 -0.335
O 1.913 -1.846 2.604
Ne 0.250 -0.196 -0.205
H -2.616 2.315 -1.551
H 2.723 -2.746 -2.468
O 3.165 0.079 -1.327
H 2.640 2.581 1.350
H -1.544 -2.881 -1.592
O -0.775 -2.876 2.267
```

The highest occupied orbital energy comes out at -9.455 eV. For the energy relative to the best compared isomer or geometry (same formula, charge and spin), the calculation gives 63.0 kJ/mol. As for the total energy: -30549.5728 eV.